i:
{"formula": "C6H4O2", "method": "ωB97M-V/def2-TZVPD", "elements": ["H", "C", "H", "H", "O", "C", "H", "C", "C", "C", "C", "O"], "positions_angstrom": [[2.295, -1.476, 0.746], [-0.219, -1.053, -1.430], [-2.126, 0.248, -2.428], [1.586, 0.969, 2.670], [0.052, 0.953, 1.308], [-0.487, 0.194, 0.359], [0.176, -1.595, -2.378], [-1.184, -0.180, -1.773], [1.661, -0.596, 0.777], [0.283, -0.814, -0.070], [1.356, 0.592, 1.555], [-1.351, 0.671, -0.697]], "homo_ev": -8.92, "smiles": "c1cc2ccoc2o1"}



ii:
{"formula": "C6H4O2", "method": "ωB97M-V/def2-TZVPD", "elements": ["O", "C", "C", "H", "H", "H", "C", "C", "C", "C", "H", "O"], "positions_angstrom": [[-1.425, -0.885, -0.422], [-0.471, -0.074, 0.282], [0.361, 1.604, 1.038], [0.430, 2.669, 1.562], [2.654, 0.971, 1.145], [1.580, -1.368, -1.748], [1.436, 0.854, 0.637], [-0.502, -1.568, -1.264], [0.819, -0.120, -0.087], [0.736, -1.014, -1.058], [-1.148, -2.177, -1.924], [-0.799, 1.112, 0.881]], "homo_ev": -8.40}



Computed stability ranking, most favorable first: ii, i



i:
{"formula": "C4H9ClN", "method": "ωB97M-V/def2-TZVPD", "elements": ["H", "Cl", "H", "H", "H", "H", "H", "H", "C", "H", "C", "C", "H", "N", "C"], "positions_angstrom": [[-0.326, 0.978, 1.634], [0.445, 2.365, -0.926], [1.836, -1.804, -1.052], [-2.423, 1.255, 0.845], [-0.848, -0.779, 1.581], [-1.322, 1.352, -0.431], [0.287, -2.134, -0.136], [2.040, 0.729, -1.751], [0.840, -0.201, -0.341], [-2.325, -0.040, -0.145], [-0.695, 0.237, 1.075], [1.237, -1.562, -0.158], [1.835, -1.882, 0.675], [-1.790, 0.670, 0.217], [1.210, 0.815, -1.086]], "total_charge": 1, "homo_ev": -13.87}



ii:
{"formula": "C4H9ClN", "method": "ωB97M-V/def2-TZVPD", "elements": ["H", "Cl", "C", "H", "H", "H", "H", "C", "H", "H", "H", "C", "C", "H", "N"], "positions_angstrom": [[0.506, -1.293, -1.698], [-3.048, -0.285, 0.216], [-1.695, 0.627, 0.440], [0.505, -1.999, -0.038], [1.537, -0.402, 1.026], [-1.576, 1.060, 1.423], [-1.099, -1.775, -0.843], [0.940, 0.525, 0.777], [-1.388, 0.826, -1.635], [-0.601, 2.207, -0.811], [0.499, 0.984, 1.724], [-0.031, -1.297, -0.774], [-0.868, 1.077, -0.712], [1.608, 1.310, 0.328], [-0.088, 0.013, -0.089]], "total_charge": 1, "homo_ev": -15.16, "smiles": "C[N+]1(C)C[C@H]1Cl"}



Computed stability ranking, most favorable first: ii, i



i:
{"formula": "N2", "method": "ωB97M-V/def2-TZVPD", "elements": ["N", "N"], "positions_angstrom": [[0.000, 0.000, 0.790], [0.000, 0.000, -0.790]], "homo_ev": -12.53, "smiles": "N#N"}



ii:
{"formula": "N2", "method": "ωB97M-V/def2-TZVPD", "elements": ["N", "N"], "positions_angstrom": [[0.000, 0.000, 0.812], [0.000, 0.000, -0.812]], "homo_ev": -12.35, "smiles": "N#N"}



Computed stability ranking, most favorable first: i, ii



i:
{"formula": "C6H16NO", "method": "ωB97M-V/def2-TZVPD", "elements": ["H", "H", "H", "H", "H", "H", "C", "H", "H", "H", "C", "H", "C", "H", "C", "H", "H", "H", "C", "C", "H", "O", "N", "H"], "positions_angstrom": [[3.140, 0.873, 0.147], [-1.402, -0.039, -1.115], [-0.712, 2.432, 0.539], [3.536, 2.191, -0.497], [-0.214, 0.226, 1.290], [1.168, -3.102, 0.747], [0.113, -0.443, 0.489], [-2.149, -2.143, 2.011], [0.196, -0.499, -1.640], [-0.806, 3.464, -0.698], [-1.991, -1.717, 1.027], [-0.386, -3.793, 1.392], [-0.342, 0.088, -0.896], [-2.566, -2.368, 0.369], [-0.494, -1.791, 0.718], [1.188, 1.822, -0.902], [-1.797, 2.095, -0.581], [-2.437, -0.728, 0.980], [0.132, 1.550, -1.127], [0.120, -2.937, 0.965], [1.199, -0.391, 0.565], [2.862, 1.500, -0.534], [-0.851, 2.468, -0.477], [0.026, 1.529, -2.215]], "total_charge": 1, "homo_ev": -12.25}



ii:
{"formula": "C6H16NO", "method": "ωB97M-V/def2-TZVPD", "elements": ["C", "H", "H", "H", "C", "H", "H", "C", "N", "H", "H", "H", "C", "H", "O", "H", "C", "H", "H", "H", "C", "H", "H", "H"], "positions_angstrom": [[0.505, 0.416, 2.764], [-0.565, -1.519, -1.661], [-0.814, 0.587, 0.179], [0.839, 2.007, -1.967], [0.094, -0.926, 2.010], [-2.465, -0.513, -1.217], [1.563, 0.761, 2.801], [-0.646, -0.425, -1.825], [0.134, 1.801, -1.205], [-0.912, -0.915, 1.822], [0.192, -1.681, 2.836], [0.538, -2.185, 0.238], [1.172, -0.116, 0.040], [0.320, 2.326, -0.406], [-2.072, -0.189, -2.006], [-0.871, 1.978, -1.577], [0.971, -1.295, 0.936], [2.045, -0.449, -0.798], [0.200, 0.461, 3.767], [-0.262, -0.145, -2.931], [-0.062, 0.365, -0.686], [1.952, -1.807, 1.277], [1.632, 0.711, 0.482], [0.043, 1.171, 2.207]], "total_charge": 1, "homo_ev": -14.70, "smiles": "CCCC[C@@H]([NH3+])CO"}



Computed stability ranking, most favorable first: i, ii



i:
{"formula": "C7H11N2S", "method": "ωB97M-V/def2-TZVPD", "elements": ["H", "H", "H", "C", "H", "H", "C", "N", "H", "H", "C", "H", "H", "C", "S", "C", "H", "C", "N", "C", "H"], "positions_angstrom": [[1.057, 2.704, -0.344], [3.021, 1.530, 0.154], [-3.846, -0.359, 0.593], [2.288, 0.865, -0.343], [-0.229, -2.304, 1.313], [1.922, 2.612, -1.871], [-0.973, -1.629, 0.977], [-0.838, -0.673, 0.051], [0.978, 0.438, 1.170], [-2.222, 0.931, -0.658], [-1.946, 0.047, -0.060], [2.019, -0.885, 0.576], [2.924, 0.270, -1.146], [1.404, 1.934, -1.114], [0.245, 0.803, -1.959], [1.426, -0.129, 0.317], [0.494, -1.492, -1.052], [-2.269, -1.590, 1.371], [-2.856, -0.544, 0.712], [0.366, -0.458, -0.696], [-2.966, -2.071, 2.009]], "total_charge": 1, "homo_ev": -12.82, "smiles": "c1c[n+]([C@@H]2CCCS2)c[nH]1"}



ii:
{"formula": "C7H11N2S", "method": "ωB97M-V/def2-TZVPD", "elements": ["H", "H", "H", "C", "C", "C", "N", "H", "C", "S", "C", "C", "N", "H", "H", "H", "H", "H", "H", "C", "H"], "positions_angstrom": [[-0.218, 0.365, -2.433], [0.994, -1.604, -1.846], [-3.194, -1.785, 2.884], [1.370, 1.533, 1.419], [1.369, 0.952, 0.200], [-3.110, -0.717, 0.963], [-0.389, 0.554, -1.423], [-4.125, -0.552, 0.620], [1.226, -1.373, -0.814], [-0.907, -1.148, 2.340], [0.461, -0.138, -0.324], [-0.864, -0.542, 0.589], [-2.062, -0.334, 0.140], [-0.039, 1.586, -1.306], [-1.426, 0.496, -1.274], [0.546, 1.278, 2.062], [1.141, -2.111, -0.041], [2.137, 1.209, -0.544], [2.308, -1.076, -0.825], [-2.671, -1.233, 2.169], [2.142, 2.105, 1.869]], "total_charge": 1, "homo_ev": -13.08, "smiles": "C=C[C@](C)([NH3+])c1nccs1"}



Computed stability ranking, most favorable first: i, ii



i:
{"formula": "CH2N2S", "method": "ωB97M-V/def2-TZVPD", "elements": ["H", "S", "N", "C", "H", "N"], "positions_angstrom": [[0.459, -1.974, -1.107], [1.189, -0.864, -0.481], [-0.012, -0.064, 0.395], [-0.381, 1.202, 0.216], [-0.558, -0.730, 1.043], [-0.697, 2.431, -0.066]], "homo_ev": -9.50, "smiles": "N#CNS"}



ii:
{"formula": "CH2N2S", "method": "ωB97M-V/def2-TZVPD", "elements": ["S", "H", "N", "H", "N", "C"], "positions_angstrom": [[0.388, 1.312, -0.235], [-0.243, -0.480, 0.980], [-3.155, 0.363, -0.339], [1.124, 0.188, -0.913], [-0.413, 0.513, 0.976], [-2.322, 0.136, 0.429]], "homo_ev": -10.12}



Computed stability ranking, most favorable first: i, ii